# 1
This record from the Open Molecules 2025 dataset describes one molecule with the formula C2H3ClS in a non-equilibrium geometry. The level of theory is ωB97M-V with the def2-TZVPD basis set.

```
7
Properties=species:S:1:pos:R:3:mulliken_charge:R:1
C 0.186 0.000 0.519 -0.433
C 0.688 0.238 -0.893 -0.267
S 1.386 -1.274 0.942 -0.245
Cl 1.746 1.425 -1.280 -0.052
H 0.235 0.744 1.240 0.329
H -0.858 -0.288 0.394 0.250
H 0.473 -0.437 -1.643 0.417
```

Summary:
ΔE to the lowest compared entry with this formula, charge and spin	177.43	kJ/mol
Kohn-Sham gap (spin up / spin down)	0.2623 / 0.2630	Ha
total charge	0
LUMO (spin up / spin down)	-1.3 / -1.3	eV

---

# 2
This record from the Open Molecules 2025 dataset describes a 2-piece molecular cluster, C2H3ClS overall in a non-equilibrium geometry. The level of theory is ωB97M-V with the def2-TZVPD basis set.

```
7
Properties=species:S:1:pos:R:3:mulliken_charge:R:1
C -0.515 0.008 -0.045 -0.349
C -0.162 -0.776 0.939 -0.111
S 0.234 1.820 -1.816 -0.238
Cl 1.361 -1.346 1.555 -0.149
H -1.504 0.090 -0.191 0.381
H 1.540 1.342 -2.019 0.159
H -0.954 -1.137 1.576 0.307
```

Summary:
ΔE to the lowest compared entry with this formula, charge and spin	337.50	kJ/mol
Kohn-Sham gap (spin up / spin down)	0.2833 / 0.2811	Ha
total charge	0
LUMO (spin up / spin down)	-1.9 / -2.0	eV

---

# 3
This record from the Open Molecules 2025 dataset describes one molecule with the formula C2H3ClS in a non-equilibrium geometry. The level of theory is ωB97M-V with the def2-TZVPD basis set.

```
7
Properties=species:S:1:pos:R:3:mulliken_charge:R:1
Cl 1.103 1.489 1.859 -0.174
C 1.039 0.420 0.502 -0.160
C -0.218 -0.392 0.324 -0.585
S 1.278 -1.395 0.492 -0.099
H 1.569 0.787 -0.302 0.397
H -0.956 -0.411 1.046 0.390
H -0.358 -0.278 -0.730 0.231
```

Summary:
ΔE to the lowest compared entry with this formula, charge and spin	45.70	kJ/mol
Kohn-Sham gap	0.3731	Ha
total charge	0
SMILES	Cl[C@@H]1CS1
LUMO	0.9	eV

---

# 4
This record from the Open Molecules 2025 dataset describes a 2-piece molecular cluster, C2H3ClS overall in a non-equilibrium geometry. The level of theory is ωB97M-V with the def2-TZVPD basis set.

```
7
Properties=species:S:1:pos:R:3:mulliken_charge:R:1
C -0.159 -0.485 -1.166 -0.178
C 0.051 0.177 0.970 -0.478
S -1.504 -0.250 -1.991 -0.170
Cl 1.260 1.328 0.834 -0.138
H 0.755 -0.808 -1.444 0.374
H -0.850 0.608 1.210 0.310
H 0.447 -0.570 1.586 0.281
```

Summary:
ΔE to the lowest compared entry with this formula, charge and spin	279.21	kJ/mol
Kohn-Sham gap	0.2866	Ha
total charge	0
LUMO	-0.4	eV

---

# 5
This record from the Open Molecules 2025 dataset describes a 2-piece molecular cluster, C2H3ClS2 overall in a non-equilibrium geometry. The level of theory is ωB97M-V with the def2-TZVPD basis set.

```
8
Properties=species:S:1:pos:R:3:mulliken_charge:R:1
C -4.481 0.041 -0.080 0.599
C -0.672 1.503 0.025 -0.402
S -3.964 1.505 -0.059 -0.285
S -5.000 -1.390 -0.036 -0.300
Cl -1.120 0.390 -1.263 -0.155
H -1.632 2.012 0.361 0.059
H -0.203 0.921 0.837 0.235
H 0.007 2.336 -0.270 0.250
```

Summary:
ΔE to the lowest compared entry with this formula, charge and spin	4.18	kJ/mol
Kohn-Sham gap	0.3519	Ha
total charge	0
LUMO	0.0	eV

---

# 6
This record from the Open Molecules 2025 dataset describes one molecule with the formula C2H3ClSi in a non-equilibrium geometry. The level of theory is ωB97M-V with the def2-TZVPD basis set.

```
7
Properties=species:S:1:pos:R:3:mulliken_charge:R:1
Cl -2.453 0.137 -0.327 -0.142
C -0.785 0.136 -0.136 -0.041
C 0.275 0.928 -0.283 -0.345
Si 0.849 -0.679 0.357 0.260
H 0.329 1.880 -0.847 0.377
H 1.210 -1.713 -0.575 -0.069
H 0.575 -0.688 1.811 -0.040
```

Summary:
ΔE to the lowest compared entry with this formula, charge and spin	216.84	kJ/mol
Kohn-Sham gap	0.3475	Ha
total charge	0
SMILES	ClC1=C[SiH2]1
LUMO	0.4	eV

---

# 7
This record from the Open Molecules 2025 dataset describes C2H3ClSi as an isolated structure in a non-equilibrium geometry. The level of theory is ωB97M-V with the def2-TZVPD basis set.

```
7
Properties=species:S:1:pos:R:3:mulliken_charge:R:1
C -1.823 -0.360 -0.214 -0.468
C 1.243 0.418 0.685 -0.152
Si -0.029 -0.727 -0.253 0.311
Cl 1.198 2.134 0.675 -0.069
H 1.576 0.355 -0.647 0.121
H 0.264 -2.127 -0.650 -0.025
H -2.430 0.307 0.405 0.283
```

Summary:
ΔE to the lowest compared entry with this formula, charge and spin	726.72	kJ/mol
Kohn-Sham gap (spin up / spin down)	0.2363 / 0.2543	Ha
total charge	0
LUMO (spin up / spin down)	-2.1 / -1.0	eV

---

# 8
This record from the Open Molecules 2025 dataset describes C2H3CsFMgO as an isolated structure. The level of theory is ωB97M-V with the def2-TZVPD basis set.

```
9
Properties=species:S:1:pos:R:3:mulliken_charge:R:1
H -1.686 1.981 -1.345 -0.063
C 0.307 1.010 -0.264 0.061
C 0.820 -0.357 -0.042 -0.445
O -0.199 -1.132 0.514 -0.583
Cs -3.144 0.569 0.884 0.964
Mg -0.293 -2.913 0.974 0.592
F 1.295 1.881 -0.305 -0.119
H 1.723 -0.301 0.606 0.286
H 1.176 -0.739 -1.023 0.306
```

Summary:
ΔE to the lowest compared entry with this formula, charge and spin	7.27	kJ/mol
Kohn-Sham gap (spin up / spin down)	0.2894 / 0.2377	Ha
total charge	+1
LUMO (spin up / spin down)	-4.3 / -4.0	eV

---

# 9
This record from the Open Molecules 2025 dataset describes C2H3CsFO2 as an isolated structure in a non-equilibrium geometry. The level of theory is ωB97M-V with the def2-TZVPD basis set.

```
9
Properties=species:S:1:pos:R:3:mulliken_charge:R:1
F -5.097 1.607 -3.705 -0.397
H -5.887 2.022 -3.406 0.397
O -0.018 0.087 -0.181 -0.120
C 1.040 0.253 0.189 -0.187
C 2.312 -0.031 0.983 -0.174
O 2.102 -1.109 1.715 -0.814
H 2.481 0.925 1.522 0.192
H 3.091 -0.084 0.188 0.191
Cs -0.023 -3.669 2.695 0.913
```

Summary:
ΔE to the lowest compared entry with this formula, charge and spin	37.90	kJ/mol
Kohn-Sham gap (spin up / spin down)	0.0945 / 0.2046	Ha
total charge	0
multiplicity	2
LUMO (spin up / spin down)	-1.0 / -1.2	eV

---

# 10
This record from the Open Molecules 2025 dataset describes C2H3CuNO4S as an isolated structure. The level of theory is ωB97M-V with the def2-TZVPD basis set.

```
12
Properties=species:S:1:pos:R:3:mulliken_charge:R:1
Cu -0.916 0.351 1.161 0.197
O -5.080 0.165 1.781 -0.633
C -3.897 0.232 1.602 0.665
N -2.732 0.304 1.425 -0.665
C 1.536 -0.898 -1.236 -0.857
S 1.631 0.624 -0.307 1.329
O 0.873 1.601 -1.058 -0.657
O 3.039 0.895 -0.126 -0.665
O 0.987 0.277 1.001 -0.548
H 2.026 -0.731 -2.192 0.279
H 0.486 -1.146 -1.379 0.279
H 2.047 -1.674 -0.671 0.277
```

Summary:
Kohn-Sham gap	0.3285	Ha
total charge	-1
LUMO	3.4	eV

---

Asked for energy across the records above, the calculation gives -936.28923; -936.22826; -936.33941; -936.25047; -1334.55513; -827.57995; -827.38575; -472.91831; -348.34120; -2472.54502 a.u. in order.